(1)
{
  "formula": "C17H19ClN2O4S",
  "method": "ωB97M-V/def2-TZVPD",
  "lumo_energy_ev": -1.008,
  "homo_energy_ev": -8.23,
  "fmax_ev_per_a": 13.562,
  "smiles": "Cc1ccc(NS(=O)(=O)c2cc(OCC(N)=O)c(C)cc2Cl)cc1C",
  "gap_ha": 0.26540,
  "species": ["C", "C", "C", "C", "C", "C", "C", "C", "H", "H", "H", "H", "N", "S", "O", "O", "C", "C", "C", "C", "C", "C", "H", "O", "C", "C", "O", "N", "H", "H", "H", "H", "C", "H", "H", "H", "H", "Cl", "H", "H", "H", "H", "H", "H"],
  "coordinates": [[-5.719014, 0.830601, 1.662591], [-4.588727, 1.003383, 0.816526], [-3.900252, 2.107729, 0.943293], [-2.645200, 2.401262, 0.116603], [-2.165855, 1.423901, -0.896044], [-2.724664, 0.259661, -0.791975], [-3.825759, 0.142623, -0.019744], [-4.703390, -1.436645, -0.249262], [-4.739146, -1.917880, 0.738067], [-5.741967, -1.143444, -0.559182], [-4.116624, -2.167146, -0.726154], [-2.344108, -0.765068, -1.450210], [-0.987451, 1.657781, -1.622837], [0.502762, 2.077755, -0.721766], [1.313504, 2.312930, -2.055360], [0.387164, 3.254941, 0.190068], [1.197130, 0.844939, -0.034167], [0.853057, 0.328405, 1.280654], [1.298041, -0.956605, 1.888297], [2.506474, -1.488385, 1.315425], [2.876635, -1.131968, -0.147945], [2.392292, 0.021273, -0.495910], [2.551504, 0.367086, -1.491349], [3.989572, -1.717414, -0.486487], [4.140085, -1.804031, -2.060032], [4.880930, -0.226647, -2.236439], [5.081388, 0.349942, -3.499153], [5.447222, 0.224970, -1.083320], [5.462937, 0.059677, -0.206859], [5.968469, 1.316633, -1.233001], [3.294821, -1.667569, -2.593546], [4.859657, -2.413732, -2.391140], [3.108472, -2.702718, 1.873860], [2.650911, -2.906173, 2.642593], [4.202035, -2.392534, 2.005399], [3.115173, -3.653573, 1.294701], [1.011943, -1.288220, 2.699095], [-0.403954, 1.190780, 2.296690], [-0.750945, 0.877568, -2.124673], [-1.906276, 3.245878, 0.344870], [-4.139359, 3.122055, 1.604975], [-5.388840, -0.014734, 2.460651], [-5.817596, 1.690039, 2.149890], [-6.483045, 0.682677, 0.852306]],
  "forces_ev_per_angstrom": [[-0.3, -5.9, -1.0], [3.8, -1.5, -1.8], [6.0, 8.4, -0.8], [-0.5, -1.1, -0.3], [1.6, 6.4, 3.8], [-1.2, -6.7, -2.2], [-5.6, -6.4, 0.1], [0.6, 3.8, 2.6], [-0.5, 0.6, 0.2], [1.2, -0.8, -0.2], [0.4, -0.4, -1.8], [-1.1, 3.2, 1.9], [0.3, 2.9, 3.6], [0.5, 8.4, -8.4], [-2.1, -1.1, 4.9], [-0.6, -3.2, -1.9], [4.0, -8.8, 7.2], [-1.7, -0.2, 0.2], [6.2, 5.6, -10.7], [-3.8, -0.4, -3.2], [-0.8, -0.6, 8.2], [-4.4, 4.7, -4.3], [0.9, 0.5, -0.8], [1.3, -2.9, -5.0], [2.1, 7.7, 5.0], [1.5, 0.3, -5.7], [-1.5, -3.4, 8.0], [2.3, 7.3, -9.9], [-0.8, -2.6, 7.1], [-2.1, -4.4, 0.2], [-3.1, -0.3, -1.2], [2.3, -2.9, -0.6], [6.2, 1.8, -7.1], [-4.0, -2.1, 8.6], [-1.2, -0.9, 0.4], [0.0, 1.0, -0.4], [-3.2, -2.8, 8.0], [1.2, -1.1, -1.0], [1.0, -2.3, -1.9], [-1.8, -1.0, -0.4], [0.2, -3.1, -1.4], [-1.8, 1.5, -2.0], [-1.0, 3.4, 2.1], [-0.5, -0.6, 1.9]]
}

---

(2)
{
  "formula": "C16H38HfN3OP",
  "method": "ωB97M-V/def2-TZVPD",
  "lumo_energy_ev": -16.627,
  "homo_energy_ev": -19.01,
  "fmax_ev_per_a": 4.648,
  "gap_ha": 0.08764,
  "total_charge": 4,
  "species": ["C", "C", "C", "N", "P", "C", "C", "N", "C", "C", "O", "C", "C", "C", "C", "C", "N", "C", "C", "C", "C", "H", "H", "H", "H", "H", "H", "H", "H", "H", "H", "H", "H", "H", "H", "H", "H", "H", "H", "H", "H", "H", "H", "H", "H", "H", "H", "H", "H", "H", "H", "H", "H", "H", "H", "H", "H", "H", "H", "Hf"],
  "coordinates": [[0.736043, 4.434359, 1.568531], [-0.253852, 4.180155, 0.395332], [-0.912958, 2.768681, 0.606508], [-0.142001, 1.759986, -0.038717], [-0.974476, 0.177860, -0.503362], [-1.796012, 1.089928, -1.975767], [-1.345165, 0.577686, -3.344769], [-2.159703, 0.759851, -4.249145], [-1.810248, 0.079847, 1.126074], [-0.862670, 0.074378, 2.336830], [-1.590852, 0.258070, 3.521021], [0.814763, -0.502067, -0.893461], [1.933189, -0.165080, 0.078296], [3.115184, -1.177627, -0.341118], [3.457671, -2.216633, 0.737989], [5.015828, -2.282993, 0.794303], [5.481174, -3.437428, 1.495742], [-1.644558, -1.557581, -1.186962], [-1.377053, -2.737391, -0.228567], [-3.083438, -1.574323, -1.681705], [-4.196867, -1.104970, -0.753690], [0.217639, 4.968090, 2.459896], [1.067093, 3.365290, 1.926401], [1.657056, 4.927543, 1.278440], [-0.998824, 4.966553, 0.399100], [0.336525, 4.222242, -0.509446], [-1.928071, 2.865470, 0.228695], [-1.022090, 2.634551, 1.732456], [0.435741, 2.118465, -0.788778], [-1.491016, 2.127527, -1.994954], [-2.876111, 1.099175, -1.897947], [-0.384746, 0.090042, -3.501466], [-1.810824, 0.438554, -5.155839], [-2.583197, 0.831411, 1.246124], [-2.387540, -0.826637, 1.248522], [-0.132292, 0.895297, 2.247420], [-0.287737, -0.840576, 2.364109], [-2.195674, 1.008520, 3.423157], [0.818466, -1.575668, -1.012079], [1.101106, -0.081332, -1.854007], [1.716074, -0.366777, 1.116027], [2.357312, 0.809465, -0.069399], [2.872161, -1.706486, -1.251020], [3.990529, -0.582876, -0.567529], [3.109238, -1.961895, 1.731023], [3.074212, -3.178163, 0.431462], [5.452856, -2.240723, -0.203800], [5.363050, -1.383920, 1.320099], [4.748382, -4.043871, 1.857693], [6.134180, -3.979030, 0.931863], [-1.047165, -1.822037, -2.050941], [-1.069897, -3.594815, -0.814570], [-2.255557, -2.992851, 0.345406], [-0.539342, -2.508932, 0.429486], [-3.217333, -1.085085, -2.635522], [-3.273774, -2.634396, -1.894107], [-4.237082, -1.706223, 0.146269], [-4.077511, -0.069311, -0.435749], [-5.144170, -1.190588, -1.262695], [0.104335, 3.599288, 3.572840]],
  "forces_ev_per_angstrom": [[-0.9, -1.5, -0.5], [0.5, -0.6, 1.3], [0.3, 1.7, -1.5], [0.0, -0.5, 1.4], [0.7, 2.5, -0.6], [0.4, -0.2, -0.1], [0.3, -0.6, 1.1], [-0.9, 0.0, -1.5], [0.1, -0.9, 0.6], [0.0, 1.2, -0.5], [0.2, 0.1, 0.3], [0.8, -0.3, 0.7], [0.6, -1.0, -0.4], [-0.2, 0.0, 0.6], [0.4, 0.4, -0.3], [0.0, -0.1, 0.5], [-0.7, -0.3, -1.6], [-1.3, -4.3, -1.4], [0.3, 1.4, 0.5], [-0.6, 1.6, 0.4], [0.4, -0.3, 0.3], [0.5, 2.4, -1.7], [0.9, 0.2, -0.7], [0.1, 0.6, 0.5], [-0.1, 0.2, -0.2], [-0.1, 0.1, -0.4], [-0.4, -0.3, 0.3], [-0.1, -0.3, -0.1], [0.0, 0.0, 0.0], [0.1, 0.3, 0.5], [-0.2, -0.3, -0.1], [0.3, 0.1, 0.2], [-0.2, 0.2, -0.1], [0.1, 0.6, -0.3], [-0.1, -0.4, -0.4], [0.3, -0.2, -0.2], [-0.1, -0.3, 0.4], [-0.3, -0.4, 0.0], [-0.6, -0.2, 0.0], [-0.5, 0.2, -0.4], [-0.2, 0.2, 0.2], [-0.2, 0.6, 0.2], [0.0, -0.1, -0.4], [0.1, 0.4, -0.1], [-0.3, 0.0, 0.1], [-0.1, -0.4, 0.2], [0.3, 0.0, -0.1], [-0.1, 0.2, 0.0], [0.3, 0.1, 0.6], [0.3, -0.1, 0.5], [0.6, 1.0, -0.4], [0.0, -0.2, -0.3], [-0.1, 0.0, 0.3], [0.0, -0.3, 0.4], [0.3, 0.2, -0.3], [0.3, -0.4, 0.0], [-0.2, -0.2, 0.2], [0.0, 0.2, -0.2], [-0.3, 0.0, -0.1], [-0.6, -1.8, 2.3]]
}

---

(3)
{
  "formula": "C21H30MnN3O5",
  "method": "ωB97M-V/def2-TZVPD",
  "lumo_energy_ev": [1.994, 1.990],
  "homo_energy_ev": [-3.30, -3.30],
  "fmax_ev_per_a": 1.750,
  "spin_multiplicity": 6,
  "gap_ha": [0.19472, 0.19450],
  "total_charge": -1,
  "species": ["Mn", "C", "C", "C", "O", "H", "H", "H", "H", "H", "H", "H", "C", "C", "C", "O", "C", "C", "C", "O", "O", "O", "H", "H", "C", "C", "C", "C", "N", "H", "H", "H", "H", "H", "H", "H", "C", "C", "C", "C", "N", "H", "H", "H", "H", "H", "H", "H", "C", "C", "C", "C", "N", "H", "H", "H", "H", "H", "H", "H"],
  "coordinates": [[-0.004426, -0.816353, -0.284443], [-3.633569, -2.031819, 0.892578], [-3.386206, -0.791843, 0.027709], [-3.960059, 0.460548, 0.710768], [-2.064996, -0.646141, -0.278905], [-4.706041, -2.136089, 1.106013], [-3.139474, -1.921308, 1.861925], [-3.294084, -2.940776, 0.402102], [-3.956321, -0.929864, -0.907578], [-3.949724, 1.335297, 0.051778], [-3.358793, 0.707700, 1.593433], [-5.006039, 0.360447, 1.021115], [2.167494, -4.566507, 0.144194], [3.558877, -4.888340, 0.175255], [4.559724, -3.700928, -0.071064], [5.750652, -3.955036, -0.198121], [4.042517, -2.355544, -0.153693], [2.692884, -2.119371, -0.119907], [1.716267, -3.263724, 0.061281], [0.450698, -3.030517, 0.087219], [2.257099, -0.898751, -0.213389], [4.034366, -6.012197, 0.275925], [1.482679, -5.401736, 0.199592], [4.738663, -1.545305, -0.311190], [0.340240, 5.160426, -0.415235], [-1.105748, 4.691917, -0.437899], [-1.331040, 3.483202, 0.478589], [-0.505185, 2.343401, 0.047846], [0.108954, 1.433242, -0.268072], [0.541235, 5.967534, -1.119251], [1.012493, 4.348775, -0.708226], [0.674162, 5.478140, 0.574054], [-1.394011, 4.380399, -1.443802], [-1.775193, 5.512855, -0.179264], [-2.350129, 3.106560, 0.578101], [-1.030210, 3.721161, 1.504005], [0.528408, -0.515871, 5.755117], [-0.034442, 0.823372, 5.281628], [-0.936096, 0.734228, 4.043667], [-0.360225, 0.030707, 2.890159], [0.114976, -0.533980, 2.017381], [1.334580, -0.371256, 6.472803], [0.901034, -1.083419, 4.902994], [-0.244718, -1.094720, 6.263758], [0.781410, 1.492055, 4.981809], [-0.521019, 1.342249, 6.107621], [-1.202682, 1.744861, 3.738382], [-1.830246, 0.167510, 4.319048], [1.060352, 1.251799, -5.565426], [0.653442, -0.179197, -5.876919], [1.213986, -1.188977, -4.886869], [0.696968, -1.042114, -3.529657], [0.264964, -0.939450, -2.479054], [2.130966, 1.442614, -5.643193], [0.784519, 1.474325, -4.527149], [0.555989, 2.023626, -6.147259], [1.057851, -0.432281, -6.862132], [-0.425171, -0.295694, -5.977356], [2.305176, -1.156648, -4.832992], [0.992223, -2.233190, -5.129807]],
  "forces_ev_per_angstrom": [[0.0, -1.5, 0.5], [-0.6, 0.3, 0.3], [0.3, -0.2, -0.1], [-0.2, 0.3, 0.1], [0.9, 0.4, 0.0], [0.0, -0.1, -0.1], [0.2, -0.1, -0.1], [0.2, 0.0, 0.0], [-0.3, 0.0, -0.1], [0.2, -0.1, -0.2], [0.0, -0.1, 0.0], [0.0, -0.2, 0.1], [0.9, 0.0, 0.2], [0.1, 0.5, -0.6], [0.1, 0.4, 0.1], [0.2, -0.2, 0.0], [-0.2, -1.2, 0.0], [0.6, 1.6, 0.2], [-1.2, -1.0, -0.1], [0.4, 1.6, -0.3], [-1.4, -0.9, -0.1], [-0.1, -0.2, 0.2], [-0.2, 0.1, 0.1], [0.0, 0.1, 0.0], [0.5, -0.3, -0.2], [-0.3, -0.1, -0.2], [0.5, -0.2, 0.4], [-0.4, 0.4, 0.3], [0.2, 0.2, -0.2], [-0.2, 0.1, 0.0], [-0.1, 0.0, 0.0], [-0.2, 0.1, 0.1], [0.1, 0.1, -0.1], [-0.1, -0.1, 0.2], [-0.1, 0.2, -0.4], [0.1, 0.1, 0.0], [-0.3, 0.2, 0.0], [1.1, 0.2, -0.4], [-0.4, -0.4, 0.4], [0.2, 0.3, 0.8], [-0.1, 0.0, -0.1], [0.1, 0.0, -0.1], [0.1, -0.1, 0.1], [0.0, -0.1, -0.1], [0.2, -0.2, 0.2], [-0.4, 0.0, -0.2], [-0.3, -0.1, -0.1], [-0.2, 0.2, -0.2], [-0.3, 0.5, 1.0], [0.4, 0.0, -0.9], [0.2, -0.6, 0.4], [0.1, 0.2, -0.3], [-0.1, 0.1, 0.0], [0.1, -0.3, -0.1], [0.1, 0.0, 0.0], [-0.1, -0.3, -0.3], [0.0, -0.2, 0.0], [-0.1, 0.1, 0.2], [0.0, 0.2, 0.0], [-0.1, 0.2, -0.4]]
}

---

(4)
{
  "formula": "C4H5BrO",
  "method": "ωB97M-V/def2-TZVPD",
  "lumo_energy_ev": [0.250, -0.367],
  "homo_energy_ev": [-8.65, -8.68],
  "fmax_ev_per_a": 2.419,
  "gap_ha": [0.32695, 0.30559],
  "species": ["C", "C", "C", "C", "O", "Br", "H", "H", "H", "H", "H"],
  "coordinates": [[1.292294, 1.759806, 0.012752], [1.736556, 0.576193, 0.181019], [-1.617032, -0.952885, -0.461980], [-0.805442, -1.233078, 0.703813], [-1.764474, -0.197009, 0.721410], [3.314111, -0.336565, -0.005185], [1.906006, 2.525907, -0.453526], [0.208960, 1.902136, -0.053990], [-0.963526, -0.480726, -1.271020], [-2.605896, -1.396675, -0.629288], [-0.701558, -2.167107, 1.255992]],
  "forces_ev_per_angstrom": [[-1.0, 1.5, -1.5], [0.2, -2.3, 0.5], [0.9, 0.4, -1.7], [-1.1, 0.4, -0.6], [1.6, -0.3, 1.8], [0.1, 0.1, 0.1], [0.1, 0.2, 0.3], [0.2, 0.1, 0.6], [-1.7, -0.4, 0.6], [0.8, -0.5, -0.8], [-0.3, 0.6, 0.6]]
}

---

- Which formula does entry 1 have?
  C17H19ClN2O4S